No. 1
A molecular structure, C29H37F4SSn at a distorted geometry, computed with ωB97M-V/def2-TZVPD.

Results
- E_HOMO: -2.7 eV
- Total energy: -58209.79387 eV
- LUMO energy: 0.0801 Ha
- Charge: -1
- Orbital gap: 4.9 eV

Each line ends with the Mulliken charge.
Geometry (Å):
F  -1.9613  4.3091  4.3632  -0.36
C  -1.7006  2.9551  4.3636  0.61
C  -2.7890  2.0825  4.3511  -0.96
C  -2.4755  0.7198  4.3496  0.70
F  -3.5199  -0.1795  4.3577  -0.36
C  -1.1811  0.2408  4.3467  -1.28
C  -0.0684  1.1427  4.3459  1.36
C  1.2300  0.5639  4.3248  -0.92
C  2.5235  1.1491  4.3667  1.52
C  3.6382  0.2493  4.3922  -1.33
C  4.9329  0.7298  4.3846  0.60
F  5.9767  -0.1703  4.3969  -0.36
C  5.2439  2.0910  4.3682  -0.87
C  4.1556  2.9629  4.3736  0.52
F  4.4153  4.3170  4.3643  -0.36
C  2.8302  2.5448  4.3835  -1.14
C  -0.3762  2.5371  4.3720  -1.22
H  -3.8158  2.4382  4.3507  0.46
H  -0.9766  -0.8287  4.3436  0.30
H  1.2324  -0.5303  4.3069  0.06
H  3.4355  -0.8198  4.4109  0.37
H  6.2715  2.4481  4.3611  0.45
H  2.0406  3.2818  4.3916  0.62
H  0.4138  3.2739  4.3867  0.60
C  -1.3977  -5.5197  -4.4516  -1.29
C  -2.1230  -4.2122  -4.1551  -0.41
C  -1.1960  -3.1850  -3.4880  -0.37
C  -1.9005  -1.8607  -3.1904  -1.26
Sn  -0.5821  -0.3965  -2.2945  0.92
C  1.0702  -0.0316  -3.6559  -1.23
C  2.0917  0.9647  -3.0775  -0.42
C  3.4720  0.3409  -2.8309  -0.37
C  4.4252  1.3261  -2.1595  -1.37
C  -1.6300  1.4622  -1.9042  -1.34
C  -3.1055  1.4143  -2.3402  -0.24
C  -4.0871  1.5174  -1.1673  -0.37
C  -5.5389  1.3784  -1.6154  -1.31
C  0.1051  -1.2021  -0.4109  -0.07
C  -0.4918  -2.0973  0.4644  -0.19
C  0.2742  -2.3922  1.6518  -0.76
C  1.4745  -1.7099  1.7071  -0.33
S  1.6476  -0.7413  0.2985  -0.22
H  -2.0666  -6.2422  -4.9230  0.38
H  -0.5552  -5.3543  -5.1294  0.31
H  -1.0130  -5.9706  -3.5325  0.32
H  -2.5174  -3.7843  -5.0846  0.30
H  -2.9804  -4.3974  -3.4971  0.33
H  -0.7959  -3.6089  -2.5524  0.27
H  -0.3288  -3.0058  -4.1438  0.26
H  -2.2877  -1.3890  -4.1045  0.46
H  -2.7327  -1.9965  -2.4870  0.43
H  1.5037  -1.0163  -3.8765  0.45
H  0.5790  0.3630  -4.5555  0.47
H  2.1986  1.8137  -3.7732  0.38
H  1.7168  1.4058  -2.1380  0.32
H  3.3697  -0.5651  -2.2166  0.24
H  3.8810  0.0211  -3.7984  0.39
H  5.4215  0.8909  -2.0515  0.37
H  4.5221  2.2413  -2.7527  0.33
H  4.0671  1.6007  -1.1614  0.31
H  -1.4967  1.6231  -0.8263  0.58
H  -1.0592  2.2119  -2.4664  0.43
H  -3.2921  2.2413  -3.0444  0.33
H  -3.3110  0.4930  -2.9098  0.13
H  -3.8507  0.7522  -0.4155  0.28
H  -3.9388  2.4906  -0.6833  0.35
H  -6.2189  1.5193  -0.7733  0.38
H  -5.7902  2.1244  -2.3748  0.31
H  -5.7292  0.3865  -2.0368  0.30
H  -1.4648  -2.5461  0.2787  0.43
H  -0.0575  -3.0840  2.4267  0.39
H  2.2437  -1.7819  2.4668  0.40

***

No. 2
3 unconnected molecules or ions with the total composition C29H45F5N2O9SSi, computed with ωB97M-V/def2-TZVPD.

Results
- E_HOMO: -9.3 eV
- Total energy: -84510.14660 eV
- SMILES: CC(=O)OCCC1=C(S(=O)(=O)C(F)(F)C(F)(F)F)C(=O)c2ccc(CCO[Si](C)(C)C)cc2C1=O.COC[C@@H](C)N.COC[C@@H](C)N
- LUMO energy: -0.0492 Ha
- Orbital gap: 7.9 eV

Each line ends with the Mulliken charge.
Geometry (Å):
C  -1.5543  6.2243  5.8675  -1.03
C  -1.1922  4.8227  5.4513  0.82
O  -1.9023  3.8880  5.6201  -0.50
O  0.0406  4.6996  4.8707  -0.41
C  0.0237  4.8916  3.4420  -0.68
C  -0.3262  3.5558  2.7877  -0.77
C  -0.4064  3.5839  1.2953  0.53
C  -1.4001  3.1003  0.5457  0.43
S  -2.7808  2.3016  1.3358  1.26
O  -3.6419  3.2348  1.9881  -0.73
O  -2.2600  1.2189  2.1195  -0.60
C  -3.7720  1.4229  0.0180  0.60
F  -4.6632  0.7442  0.7500  -0.27
F  -4.4385  2.2433  -0.7759  -0.23
C  -2.9010  0.4055  -0.8056  0.68
F  -3.1095  0.5543  -2.1073  -0.29
F  -1.6077  0.5714  -0.5391  -0.07
F  -3.2227  -0.8475  -0.4798  -0.26
C  -1.3453  3.1660  -0.9464  -0.08
O  -2.3193  3.3732  -1.6141  -0.52
C  0.0052  2.9564  -1.4927  0.86
C  0.2269  2.2906  -2.6949  -1.17
C  1.5448  2.0557  -3.0966  -0.83
C  2.6159  2.4804  -2.3090  1.12
C  4.0412  2.1108  -2.6260  -1.59
C  4.4567  1.0217  -1.5959  -0.57
O  3.2840  0.3155  -1.2554  0.08
Si  3.1747  -0.6907  0.0761  0.31
C  1.3536  -0.6450  0.5268  0.30
C  4.1644  -0.1056  1.5592  -1.27
C  3.5902  -2.4554  -0.4175  -1.08
C  2.3794  3.2186  -1.1366  -0.69
C  1.0709  3.4384  -0.7319  0.58
C  0.7644  4.1461  0.5301  -0.39
O  1.3927  5.0900  0.9186  -0.61
H  -1.9279  6.7371  4.9869  0.25
H  -2.3205  6.1484  6.6256  0.36
H  -0.6664  6.7203  6.2393  0.35
H  1.0121  5.2393  3.1922  0.33
H  -0.7028  5.6567  3.1720  0.39
H  0.4648  2.8510  3.0494  0.31
H  -1.2314  3.1877  3.2541  0.37
H  -0.6098  1.9327  -3.2721  0.54
H  1.7101  1.4813  -3.9943  0.38
H  4.1120  1.7024  -3.6284  0.37
H  4.6743  2.9869  -2.5421  0.37
H  4.8990  1.5379  -0.7426  0.40
H  5.2179  0.3662  -2.0170  0.38
H  0.8130  -1.5122  0.1632  -0.22
H  1.2150  -0.6192  1.6065  0.48
H  0.8775  0.2544  0.1331  -0.50
H  3.5974  0.6648  2.0734  0.32
H  4.2638  -0.9423  2.2476  0.38
H  5.1560  0.2543  1.3022  0.39
H  3.0990  -2.6454  -1.3672  0.23
H  3.1555  -3.1145  0.3294  0.28
H  4.6635  -2.5986  -0.5010  0.37
H  3.2044  3.5681  -0.5355  0.61
C  -1.2286  -2.3034  2.5566  -0.49
O  -0.5175  -3.0215  1.5624  0.09
C  0.0301  -4.2566  1.9760  -0.79
C  -0.9612  -5.4272  2.0308  0.24
C  -1.9098  -5.3901  3.2251  -1.46
N  -1.7498  -5.5433  0.8000  -0.72
H  -0.7726  -2.4275  3.5432  0.39
H  -2.2776  -2.6030  2.5940  0.20
H  -1.1961  -1.2482  2.2836  -0.15
H  0.7888  -4.4976  1.2249  0.22
H  0.5546  -4.1369  2.9344  0.45
H  -0.3591  -6.3362  2.1236  0.44
H  -2.7270  -4.6858  3.0759  0.30
H  -2.3595  -6.3714  3.3741  0.36
H  -1.3845  -5.1169  4.1424  0.34
H  -1.1245  -5.6980  0.0139  0.28
H  -2.1675  -4.6350  0.6133  0.32
C  -0.6856  -1.8642  -2.4008  0.34
O  0.0668  -1.6295  -3.5788  -0.12
C  0.2106  -2.7432  -4.4368  -0.81
C  -1.0005  -3.0373  -5.3333  0.23
C  -2.1774  -3.6809  -4.6057  -1.37
N  -1.4743  -1.8414  -6.0374  -0.76
H  -0.5198  -2.8728  -2.0102  0.41
H  -1.7494  -1.7065  -2.5832  -0.09
H  -0.3615  -1.1446  -1.6530  -0.70
H  1.0562  -2.4972  -5.0848  0.34
H  0.4977  -3.6324  -3.8585  0.41
H  -0.6577  -3.7505  -6.0889  0.49
H  -2.7557  -2.9518  -4.0393  0.27
H  -2.8575  -4.1349  -5.3258  0.36
H  -1.8428  -4.4613  -3.9194  0.33
H  -0.7292  -1.4807  -6.6266  0.29
H  -1.6208  -1.1120  -5.3442  0.29

***

No. 3
A molecular structure, C49H49BCl2N10O5P2Tl at a distorted geometry, computed with ωB97M-V/def2-TZVPD.

Results
- Multiplicity: 2
- E_HOMO (alpha / beta): -4.3 / -4.4 eV
- Total energy: -125739.05163 eV
- LUMO energy (alpha / beta): 0.1047 / 0.1047 Ha
- Charge: -2
- Orbital gap (alpha / beta): 7.2 / 7.2 eV

Each line ends with the Löwdin spin population.
Geometry (Å):
Tl  1.3734  -2.2580  1.4476  0.00
C  -4.8114  -1.3975  -1.3946  0.00
C  -4.0432  -0.7249  -0.4475  0.00
N  -3.1774  0.0869  -1.0394  0.00
N  -3.3544  -0.0981  -2.3767  0.00
C  -4.3505  -0.9866  -2.6091  0.00
B  -2.3376  0.5621  -3.3752  0.00
N  -2.0834  2.0065  -3.0058  0.00
C  -0.9167  2.6023  -2.8449  0.00
C  -1.1530  3.9345  -2.7159  0.00
C  -2.5147  4.0718  -2.6923  0.00
N  -3.1316  2.8902  -2.9041  0.00
N  -0.9703  -0.1950  -3.5119  0.00
C  -0.1663  -0.3846  -4.5812  0.00
C  1.0756  -0.8648  -4.1446  0.00
C  0.8920  -0.9600  -2.7570  0.00
N  -0.3289  -0.6010  -2.4270  0.00
N  -2.8984  0.7126  -4.8292  0.00
C  -2.7394  1.7354  -5.6717  0.00
C  -3.0012  1.3299  -6.9619  0.00
C  -3.3353  -0.0386  -6.7713  0.00
N  -3.2419  -0.4306  -5.5421  0.00
H  -5.5604  -2.1790  -1.1659  0.00
H  -4.0339  -0.8653  0.6195  0.00
H  -4.4980  -1.2721  -3.6368  0.00
H  0.0544  2.1665  -3.0219  0.00
H  -0.3995  4.7099  -2.6528  0.00
H  -3.0460  4.9889  -2.5842  0.00
H  -0.4886  -0.1961  -5.5931  0.00
H  2.0246  -0.9979  -4.6459  0.00
H  1.6053  -1.2941  -1.9735  0.00
H  -2.6340  2.7497  -5.3061  0.00
H  -2.9919  1.9631  -7.8188  0.00
H  -3.7543  -0.7675  -7.4670  0.00
C  -0.2602  4.8553  1.9151  0.00
C  -1.6997  4.5364  1.5342  0.00
P  -2.1939  2.7677  1.5418  0.00
C  -1.8270  2.2546  3.2758  0.00
C  -1.3187  0.9425  3.4185  0.00
C  -0.7337  0.4972  4.6265  0.00
C  -0.6043  1.3566  5.6784  0.00
C  -1.0963  2.6928  5.5601  0.00
C  -1.7600  3.1409  4.4175  0.00
C  -4.0084  3.1456  1.4551  0.00
C  -4.4980  2.9025  0.1388  0.00
C  -5.8231  3.0628  -0.1897  0.00
C  -6.6606  3.6169  0.7179  0.00
C  -6.2181  3.8673  2.0351  0.00
C  -4.8915  3.6985  2.3705  0.00
C  0.7695  4.2271  0.9048  0.00
P  1.3261  2.5586  1.4135  0.00
C  2.3612  2.9103  2.8953  0.00
C  2.9640  4.1101  3.1990  0.00
C  3.7646  4.2601  4.2742  0.00
C  4.0547  3.1813  5.1502  0.00
C  3.4727  1.9341  4.8727  0.00
C  2.5739  1.8426  3.7545  0.00
C  2.6968  2.1594  0.2700  0.00
C  2.3856  1.3627  -0.8131  0.00
C  3.2822  1.0426  -1.7916  0.00
C  4.6214  1.4330  -1.6531  0.00
C  4.9795  2.2197  -0.5582  0.00
C  4.0395  2.5428  0.4037  0.00
H  -0.0322  4.4194  2.8660  0.00
H  -0.1777  5.9280  1.9143  0.00
H  -1.8865  4.8183  0.4745  0.00
H  -2.4018  5.0795  2.1789  0.00
H  -1.2441  0.2761  2.5546  0.00
H  -0.5279  -0.5675  4.7183  0.00
H  -0.1295  0.9369  6.5651  0.00
H  -0.9218  3.4125  6.3344  0.00
H  -2.1046  4.1607  4.3736  0.00
H  -3.8292  2.5059  -0.5786  0.00
H  -6.1671  2.9689  -1.2403  0.00
H  -7.6776  3.9406  0.4222  0.00
H  -6.9017  4.2989  2.7141  0.00
H  -4.6440  3.9330  3.3972  0.00
H  1.5774  4.9160  0.7663  0.00
H  0.3181  3.9967  -0.0675  0.00
H  2.7607  4.9908  2.6104  0.00
H  4.1823  5.2255  4.5327  0.00
H  4.7128  3.3436  6.0596  0.00
H  3.6117  1.0952  5.4821  0.00
H  2.0702  0.8801  3.6543  0.00
H  1.2777  1.1562  -0.9210  0.00
H  2.9325  0.5121  -2.6431  0.00
H  5.3754  1.1619  -2.4123  0.00
H  5.9986  2.5837  -0.5017  0.00
H  4.3459  3.1001  1.2235  0.00
Cl  2.0752  -2.2283  4.0453  0.00
N  3.4702  -6.1258  2.7879  0.00
C  4.3607  -6.4949  3.4301  0.00
H  2.6728  -5.9086  2.1538  0.00
C  -1.6100  -2.7966  0.1634  0.00
O  -0.9647  -3.5218  1.2244  0.00
H  -1.1102  -3.0482  -0.8296  0.00
H  -1.4858  -1.7299  0.2514  0.00
H  -2.6301  -3.0601  0.1520  0.00
H  -0.7940  -4.4289  0.9666  0.00
Cl  6.6597  -2.6190  -0.4348  0.19
C  5.2751  -2.0241  0.3646  0.73
H  4.8972  -1.0742  0.0298  0.04
H  5.0250  -2.5327  1.2801  0.04
O  -0.1337  -6.3423  0.1088  0.00
C  1.0880  -6.1140  0.3574  0.00
O  1.6350  -5.2397  1.1053  0.00
C  2.0232  -7.1210  -0.3122  0.00
C  3.0695  -6.7656  -1.1262  0.00
C  3.7557  -7.7925  -1.7788  0.00
C  3.4643  -9.1288  -1.5059  0.00
C  2.4171  -9.4577  -0.6469  0.00
C  1.6768  -8.4490  -0.0702  0.00
N  4.1276  -10.2413  -2.1637  0.00
O  5.2862  -10.0587  -2.5489  0.00
O  3.5822  -11.3680  -2.2314  0.00
H  3.3046  -5.7377  -1.2102  0.00
H  4.6263  -7.6369  -2.4433  0.00
H  2.1240  -10.4905  -0.5811  0.00
H  0.8330  -8.6564  0.5695  0.00

***

No. 4
A molecular structure, C37H26BiN3O4S2 at a distorted geometry, computed with ωB97M-V/def2-TZVPD.

Results
- E_HOMO: -2.1 eV
- Total energy: -78963.86522 eV
- LUMO energy: 0.1645 Ha
- Charge: -2
- Orbital gap: 6.6 eV

Each line ends with the natural charge from an NBO analysis.
Geometry (Å):
Bi  -0.3227  -0.3268  -0.3521  1.54
C  2.8107  1.4538  -1.5276  -0.27
O  1.9246  2.1085  -0.6334  -0.49
C  1.0806  3.0259  -1.1606  0.28
C  1.4339  3.8377  -2.2308  -0.30
C  0.5573  4.8019  -2.7100  -0.22
C  -0.6801  4.9696  -2.1114  -0.25
C  -1.0336  4.1826  -1.0290  -0.20
C  -0.1758  3.1986  -0.5371  0.15
N  -0.5557  2.3122  0.4729  -0.29
N  -1.3340  2.8072  1.3450  -0.17
C  -1.6443  2.1458  2.4898  -0.11
C  -0.7708  1.1453  3.0838  0.43
O  0.2354  0.6688  2.5231  -0.64
C  -1.0884  0.7554  4.4471  -0.26
C  -2.1840  1.1937  5.0985  -0.16
C  -3.0716  2.1459  4.5092  -0.14
C  -4.2382  2.5656  5.1685  -0.17
C  -5.1094  3.4494  4.5776  -0.28
C  -4.8199  3.9484  3.3002  -0.23
C  -3.6858  3.5503  2.6342  -0.22
C  -2.7765  2.6420  3.2168  0.08
H  3.6849  2.0722  -1.7647  0.15
H  3.1368  0.5376  -1.0378  0.24
H  2.3042  1.1881  -2.4621  0.18
H  2.4035  3.7184  -2.6976  0.21
H  0.8495  5.4132  -3.5555  0.19
H  -1.3772  5.7025  -2.5005  0.20
H  -1.9991  4.2847  -0.5529  0.22
H  -0.4442  -0.0026  4.8768  0.21
H  -2.4374  0.7986  6.0777  0.19
H  -4.4578  2.1598  6.1507  0.19
H  -6.0152  3.7584  5.0860  0.19
H  -5.5116  4.6396  2.8318  0.19
H  -3.4711  3.9236  1.6418  0.22
O  3.0776  -1.9895  -0.5152  -0.71
C  1.9777  -2.4625  -0.2103  0.76
O  1.1588  -2.0164  0.6615  -0.81
C  1.5082  -3.7324  -0.8931  -0.07
C  2.2644  -4.8858  -0.7222  -0.21
C  1.8588  -6.1037  -1.2461  -0.27
C  0.6756  -6.1662  -1.9695  -0.23
C  -0.0792  -5.0218  -2.1590  -0.23
C  0.3086  -3.7882  -1.6182  -0.16
S  -0.7352  -2.4150  -1.9849  -0.35
H  3.1957  -4.8159  -0.1713  0.21
H  2.4582  -6.9947  -1.0953  0.19
H  0.3354  -7.1113  -2.3799  0.19
H  -0.9987  -5.0540  -2.7309  0.21
N  -5.3651  -3.0382  4.6942  -0.40
C  -4.6221  -2.6196  3.9186  0.33
C  -3.7023  -2.1169  2.9528  -0.23
C  -4.0163  -0.9764  2.2115  -0.16
C  -3.1229  -0.5069  1.2631  -0.24
C  -1.9044  -1.1459  1.0453  -0.39
C  -1.6009  -2.2825  1.7919  -0.16
C  -2.4867  -2.7702  2.7360  -0.19
H  -4.9550  -0.4640  2.3851  0.21
H  -3.3870  0.3679  0.6839  0.23
H  -0.6446  -2.7653  1.6302  0.25
H  -2.2479  -3.6552  3.3134  0.21
S  -2.3711  0.7391  -1.7275  -0.39
C  -1.9301  0.3860  -3.3963  -0.13
C  -0.7907  0.9474  -3.9759  -0.27
C  -0.4816  0.6963  -5.3030  -0.15
C  -1.3051  -0.1099  -6.0767  -0.28
C  -2.4408  -0.6710  -5.5071  -0.21
C  -2.7531  -0.4253  -4.1802  -0.23
H  -0.1554  1.5857  -3.3725  0.22
H  0.4042  1.1390  -5.7453  0.19
H  -1.0600  -0.3051  -7.1145  0.19
H  -3.0841  -1.3074  -6.1050  0.19
H  -3.6238  -0.8727  -3.7196  0.22

***

No. 5
A molecular structure, C3H4N2O2S2 at a distorted geometry, computed with ωB97M-V/def2-TZVPD.

Results
- E_HOMO: -10.3 eV
- Total energy: -31919.55089 eV
- LUMO energy: -0.0189 Ha
- Orbital gap: 9.8 eV

Each line ends with the natural charge from an NBO analysis.
Geometry (Å):
C  -1.6973  1.9260  -0.3738  0.18
C  -0.7481  0.0058  -0.1838  -0.19
C  2.0148  -0.5368  0.3797  -0.86
N  -0.5313  1.2173  -0.4391  -0.44
N  -2.8130  1.3460  -0.0074  -0.57
O  -0.0243  -2.2723  0.9078  -0.92
O  0.5032  -1.9109  -1.4338  -0.90
S  -2.5136  -0.1897  0.4457  0.61
S  0.4178  -1.3334  -0.1387  2.12
H  -1.7706  2.8908  -0.7137  0.20
H  2.5726  -0.1250  -0.4077  0.25
H  1.8337  0.2842  1.1016  0.25
H  2.7560  -1.3019  0.8631  0.27